ORCA calculation (wB97M-V/def2-TZVPD) on a single C3H6FN molecule at a distorted geometry.

The geometry in ORCA input format:
```
! wB97M-V def2-TZVPD RIJCOSX def2/J DEFGRID3
* xyz 0 1
C -1.750 -0.208 0.144
C 1.219 0.636 0.216
C 0.458 -0.422 -0.530
N -0.869 -0.101 -0.740
F -3.002 0.105 -0.123
H -1.741 -0.367 1.222
H 1.135 1.529 -0.331
H 0.808 0.611 1.219
H 2.203 0.268 0.461
H 0.626 -1.453 -0.101
H 0.914 -0.599 -1.437
*
```

Summary:
Energy above the lowest of the compared OMol25 structures with the same formula, charge and spin: 15.2 kJ/mol
Highest occupied orbital energy: -0.369 Eh
Structure (SMILES): CC/N=C/F
LUMO level: 0.038 Eh

ORCA calculation (wB97M-V/def2-TZVPD) on a single C3H6FN3 molecule at a distorted geometry.

The geometry in ORCA input format:
```
! wB97M-V def2-TZVPD RIJCOSX def2/J DEFGRID3
* xyz 0 1
C 0.274 -0.216 -0.894
C 0.841 0.960 -0.188
C -0.474 -0.897 0.225
H 0.947 -0.898 -1.403
H 1.791 0.651 0.274
H 0.992 1.940 -0.749
H -0.883 1.931 0.457
H -0.755 -0.182 2.132
H -0.419 -2.696 -0.429
N -0.159 1.307 0.835
N -0.781 0.020 1.132
N -0.678 -2.155 0.401
F -0.695 0.233 -1.794
*
```

Summary:
Energy above the lowest of the compared OMol25 structures with the same formula, charge and spin: 90.5 kJ/mol
Highest occupied orbital energy: -0.332 Eh
Structure (SMILES): [H]/N=C1/NNC[C@@H]1F
LUMO level: 0.034 Eh

ORCA calculation (wB97M-V/def2-TZVPD) on a single C3H6FNO molecule at a distorted geometry.

The geometry in ORCA input format:
```
! wB97M-V def2-TZVPD RIJCOSX def2/J DEFGRID3
* xyz 0 1
C -0.704 0.049 -0.308
C 0.516 0.876 -0.554
C 1.176 -0.675 1.008
N -0.549 -0.304 1.098
O 1.643 -0.024 -0.025
F 1.362 -2.115 0.842
H -1.639 0.628 -0.448
H -0.680 -0.957 -0.864
H 0.647 1.255 -1.586
H 0.614 1.712 0.221
H 1.608 -0.385 1.873
H -0.994 -1.179 1.515
*
```

Summary:
Energy above the lowest of the compared OMol25 structures with the same formula, charge and spin: 236.7 kJ/mol
Highest occupied orbital energy: -0.351 Eh
Structure (SMILES): F[C@@H]1NCCO1
LUMO level: 0.038 Eh

ORCA calculation (wB97M-V/def2-TZVPD) on C3H6FNO3SiV as an isolated structure at a distorted geometry.

The geometry in ORCA input format:
```
! wB97M-V def2-TZVPD RIJCOSX def2/J DEFGRID3
* xyz 1 1
O -3.391 -2.256 -0.078
C -2.295 -2.075 -0.284
N -1.156 -1.872 -0.508
Si -0.116 -1.643 0.849
C -0.019 0.195 1.181
C 1.216 0.720 0.638
F 1.033 2.041 0.231
H -0.657 -2.378 2.009
H 1.231 -2.149 0.540
H -0.074 0.343 2.218
H -0.817 0.687 0.722
H 2.000 0.650 1.330
H 1.498 0.175 -0.210
O -1.049 2.463 -2.494
V 0.553 2.543 -2.756
O 2.043 2.557 -3.387
*
```

Summary:
Highest occupied orbital energy: -0.506 Eh
LUMO level: -0.372 Eh

ORCA calculation (wB97M-V/def2-TZVPD) on a single C3H6FNO8P2 molecule at a distorted geometry.

The geometry in ORCA input format:
```
! wB97M-V def2-TZVPD RIJCOSX def2/J DEFGRID3
* xyz 0 1
O -2.751 0.948 -1.765
N -2.032 0.547 -2.636
O -1.922 -0.811 -2.505
C -0.542 -1.223 -2.354
C -0.168 -1.618 -0.835
O -0.793 -2.605 -0.359
O 0.830 -0.974 -0.039
C 0.324 0.267 0.536
F -0.093 1.199 -0.510
P -1.198 -0.002 1.649
O -1.135 0.703 3.014
P 1.809 1.092 1.394
O 1.443 2.170 2.409
O 2.856 -0.103 2.057
O 2.746 1.823 0.148
H -0.424 -2.190 -2.972
H 0.218 -0.475 -2.785
H -1.428 -1.400 1.894
H -2.358 0.527 0.956
H 2.339 -0.541 2.780
H 2.279 2.665 -0.078
*
```

Summary:
Highest occupied orbital energy: -0.387 Eh
Structure (SMILES): O=NOCC(=O)O[C@@](F)([PH2]=O)P(=O)(O)O
LUMO level: -0.041 Eh

ORCA calculation (wB97M-V/def2-TZVPD) on a single C3H6FNS molecule at a distorted geometry.

The geometry in ORCA input format:
```
! wB97M-V def2-TZVPD RIJCOSX def2/J DEFGRID3
* xyz 0 1
C 1.009 0.572 -0.785
C -0.447 0.513 -0.314
C -1.014 -0.827 -0.104
H 1.339 0.276 -1.861
H 1.044 1.684 -0.678
H 1.811 -0.016 -0.209
H -0.936 1.105 -1.237
H -1.412 -1.391 -1.043
H -0.102 -0.071 2.351
N -0.741 -1.717 0.816
F -0.503 1.388 0.772
S -0.049 -1.516 2.292
*
```

Summary:
Energy above the lowest of the compared OMol25 structures with the same formula, charge and spin: 250.0 kJ/mol
Highest occupied orbital energy: -0.326 Eh
Structure (SMILES): C[C@H](F)/C=N\S
LUMO level: 0.021 Eh

ORCA calculation (wB97M-V/def2-TZVPD) on a 2-piece molecular cluster, C3H6FOP overall at a distorted geometry.

The geometry in ORCA input format:
```
! wB97M-V def2-TZVPD RIJCOSX def2/J DEFGRID3
* xyz 0 1
C 0.753 -0.402 0.823
C 0.627 -0.477 -0.571
C 1.106 0.811 1.482
O 0.026 -1.466 -1.184
F -2.455 0.477 -0.948
P -2.641 -1.084 -1.428
H 0.146 -1.247 1.205
H 1.048 0.277 -1.297
H 1.761 0.868 2.323
H 1.645 1.312 0.756
H 0.246 1.543 1.643
H -2.261 -0.612 -2.804
*
```

Summary:
Energy above the lowest of the compared OMol25 structures with the same formula, charge and spin: 274.8 kJ/mol
Highest occupied orbital energy (spin up / spin down): -0.344 / -0.293 Eh
LUMO level (spin up / spin down): -0.019 / -0.058 Eh

ORCA calculation (wB97M-V/def2-TZVPD) on C3H6HgO3 as an isolated structure at a distorted geometry.

The geometry in ORCA input format:
```
! wB97M-V def2-TZVPD RIJCOSX def2/J DEFGRID3
* xyz 2 1
H -1.112 -0.380 0.852
O 1.018 1.357 1.803
C 0.299 0.396 1.707
O -0.949 0.461 2.067
Hg -1.167 1.880 3.304
O 0.122 -0.415 0.568
C 0.519 0.046 -0.775
C -0.017 -0.944 -1.770
H 1.611 0.097 -0.743
H 0.094 1.048 -0.904
H 0.237 -1.972 -1.484
H 0.449 -0.725 -2.739
H -1.104 -0.848 -1.887
*
```

Summary:
Energy above the lowest of the compared OMol25 structures with the same formula, charge and spin: 0.0 kJ/mol
Highest occupied orbital energy: -0.740 Eh
LUMO level: -0.496 Eh

ORCA calculation (wB97M-V/def2-TZVPD) on C3H6HgO4 as an isolated structure at a distorted geometry.

The geometry in ORCA input format:
```
! wB97M-V def2-TZVPD RIJCOSX def2/J DEFGRID3
* xyz 2 3
O -2.137 -2.172 0.741
C -0.864 -1.960 0.468
C -0.487 -0.255 0.840
O 0.809 -0.066 0.611
H -2.436 -3.062 0.498
H -0.650 -2.008 -0.610
H -0.135 -2.506 1.087
H -0.809 -0.188 1.885
H -1.106 0.257 0.096
C 1.936 2.178 -0.997
O 1.338 2.584 -1.920
Hg 0.810 4.098 -3.762
O 2.486 2.292 0.035
H 1.246 0.808 1.028
*
```

Summary:
Highest occupied orbital energy (spin up / spin down): -0.685 / -0.692 Eh
⟨S²⟩: 2.00
LUMO level (spin up / spin down): -0.282 / -0.443 Eh

ORCA calculation (wB97M-V/def2-TZVPD) on C3H6HoO4 as an isolated structure at a distorted geometry.

The geometry in ORCA input format:
```
! wB97M-V def2-TZVPD RIJCOSX def2/J DEFGRID3
* xyz 2 6
O -0.059 1.180 -1.166
O -2.037 2.236 -1.376
C -1.323 1.143 -1.210
O -1.930 0.043 -1.065
H 1.246 -2.285 1.767
Ho 0.028 -1.105 -0.706
O 1.194 -1.427 1.328
H -1.476 3.019 -1.299
C 1.570 -0.368 2.193
C 1.863 -0.694 3.594
H 0.621 -0.144 3.262
H 2.923 -0.599 3.856
H 1.893 0.505 1.623
H 1.436 -1.582 4.076
*
```

Summary:
Energy above the lowest of the compared OMol25 structures with the same formula, charge and spin: 155.4 kJ/mol
Highest occupied orbital energy (spin up / spin down): -0.555 / -0.677 Eh
⟨S²⟩: 8.76
LUMO level (spin up / spin down): -0.391 / -0.387 Eh

ORCA calculation (wB97M-V/def2-TZVPD) on a 2-piece molecular cluster, C3H6I2 overall at a distorted geometry.

The geometry in ORCA input format:
```
! wB97M-V def2-TZVPD RIJCOSX def2/J DEFGRID3
* xyz 0 1
C 0.269 1.646 -1.354
C -1.861 1.953 1.269
C 0.232 1.346 0.017
I -3.225 0.569 0.523
I 1.476 2.457 1.361
H 1.035 1.139 -2.072
H -0.742 1.509 -1.808
H 0.507 2.729 -1.558
H -1.708 2.094 2.367
H -2.190 2.903 0.838
H 0.002 0.355 0.304
*
```

Summary:
Energy above the lowest of the compared OMol25 structures with the same formula, charge and spin: 321.2 kJ/mol
Highest occupied orbital energy (spin up / spin down): -0.295 / -0.303 Eh
LUMO level (spin up / spin down): -0.014 / -0.007 Eh

ORCA calculation (wB97M-V/def2-TZVPD) on a 2-piece molecular cluster, C3H6IN2 overall at a distorted geometry.

The geometry in ORCA input format:
```
! wB97M-V def2-TZVPD RIJCOSX def2/J DEFGRID3
* xyz 1 1
C -1.656 -2.332 -0.235
C -1.178 -1.251 -0.147
C -0.710 0.131 -0.046
N -0.146 0.615 -1.126
N -0.962 0.849 1.028
I 3.205 0.736 0.299
H -1.714 -3.321 -0.350
H 0.249 -0.081 -1.653
H 0.217 1.659 -1.176
H -1.604 0.540 1.685
H 4.787 0.738 0.560
H -0.489 1.716 1.161
*
```

Summary:
Energy above the lowest of the compared OMol25 structures with the same formula, charge and spin: 181.3 kJ/mol
Highest occupied orbital energy: -0.493 Eh
LUMO level: -0.175 Eh

What did the fifth record say?
ORCA calculation (wB97M-V/def2-TZVPD) on a single C3H6FNO8P2 molecule at a distorted geometry.

The geometry in ORCA input format:
```
! wB97M-V def2-TZVPD RIJCOSX def2/J DEFGRID3
* xyz 0 1
O -2.751 0.948 -1.765
N -2.032 0.547 -2.636
O -1.922 -0.811 -2.505
C -0.542 -1.223 -2.354
C -0.168 -1.618 -0.835
O -0.793 -2.605 -0.359
O 0.830 -0.974 -0.039
C 0.324 0.267 0.536
F -0.093 1.199 -0.510
P -1.198 -0.002 1.649
O -1.135 0.703 3.014
P 1.809 1.092 1.394
O 1.443 2.170 2.409
O 2.856 -0.103 2.057
O 2.746 1.823 0.148
H -0.424 -2.190 -2.972
H 0.218 -0.475 -2.785
H -1.428 -1.400 1.894
H -2.358 0.527 0.956
H 2.339 -0.541 2.780
H 2.279 2.665 -0.078
*
```

Summary:
Highest occupied orbital energy: -0.387 Eh
Structure (SMILES): O=NOCC(=O)O[C@@](F)([PH2]=O)P(=O)(O)O
LUMO level: -0.041 Eh